DFT (ωB97M-V/def2-TZVPD) results for 8 unconnected molecules or ions with the total composition C8H32O8 at a distorted geometry.

XYZ file:
```
48
Properties=species:S:1:pos:R:3
C 0.30626 -0.97488 -0.66030
O 0.32634 -1.48550 -2.04390
H 1.33567 -0.92202 -0.30586
H 0.03470 0.07686 -0.75082
H -0.33763 -1.52107 0.02903
H 1.00022 -2.16893 -2.06364
C 3.32235 -5.20387 -0.84047
O 2.51040 -5.11940 -1.97079
H 3.13264 -4.29795 -0.26477
H 3.20727 -6.01755 -0.12436
H 4.35733 -5.22129 -1.18194
H 2.13334 -5.96801 -2.21430
C 0.18391 -2.56331 4.50505
O 0.57883 -1.31234 5.02671
H 0.27758 -3.22697 5.36463
H -0.84623 -2.45188 4.16668
H 0.87718 -2.84810 3.71361
H 0.05607 -1.15343 5.81606
C 4.86426 0.88808 2.37767
O 4.04498 1.25409 3.50700
H 5.14356 -0.15639 2.51616
H 4.19581 1.01629 1.52628
H 5.74017 1.48712 2.12865
H 3.26387 0.69620 3.52212
C -3.53434 0.70845 2.74993
O -4.57116 -0.10720 2.27576
H -2.60537 0.65542 2.18221
H -3.63128 1.79390 2.72820
H -3.45463 0.54700 3.82496
H -5.40249 0.20505 2.64045
C 0.66607 4.57418 1.43324
O 1.34837 5.27916 0.42778
H 0.94761 3.52242 1.48442
H 0.81690 5.01193 2.42001
H -0.35935 4.65474 1.07249
H 2.04029 5.85173 0.76695
C -0.67891 1.08262 -6.52526
O -0.67968 -0.25893 -6.06960
H 0.16370 1.07441 -7.21665
H -1.65204 1.21696 -6.99757
H -0.53097 1.88642 -5.80406
H -0.96153 -0.19921 -5.15385
C -4.58807 1.81273 -2.68491
O -4.47153 1.54915 -4.11142
H -3.94633 1.07232 -2.20733
H -4.08399 2.73668 -2.40155
H -5.61517 1.80167 -2.32016
H -4.92498 0.72260 -4.29257
```

Its molecular weight is 256.336 g/mol. The energy above the lowest of the compared OMol25 structures with the same formula, charge and spin comes out at 512.6 kJ/mol. As for the multiplicity: 1. As for the charge: 0. Its SMILES is CO.CO.CO.CO.CO.CO.CO.CO. The energy is -25189.48649 eV. Its gap between HOMO and LUMO is 10.05 eV.